A structure of composition C32H47BGeN9SSi3W, computed with ωB97M-V/def2-TZVPD.

```
! RIJCOSX wB97M-V def2-TZVPD def2/J DEFGRID3
* xyz 2 2
W 0.082 -0.163 -0.177
C 4.363 -0.892 -0.846
C 3.063 -1.349 -0.793
N 2.236 -0.395 -0.310
N 3.031 0.691 -0.069
C 4.293 0.412 -0.383
B 2.446 1.990 0.496
N 1.655 1.572 1.750
C 1.910 1.889 3.016
C 1.129 1.104 3.853
C 0.410 0.297 2.998
N 0.710 0.579 1.709
N 1.486 2.583 -0.543
C 1.516 3.757 -1.177
C 0.514 3.773 -2.135
C -0.098 2.537 -2.020
N 0.496 1.816 -1.055
H 5.236 -1.429 -1.170
H 2.686 -2.318 -1.062
H 5.063 1.155 -0.252
H 3.300 2.767 0.779
H 2.634 2.654 3.244
H 1.094 1.120 4.928
H -0.316 -0.463 3.224
H 2.254 4.498 -0.916
H 0.281 4.563 -2.826
H -0.926 2.134 -2.584
N -1.661 2.437 1.030
C -2.276 1.861 -0.020
N -1.902 0.693 -0.538
C -2.794 0.313 -1.575
C -2.796 -0.884 -2.279
C -3.734 -1.066 -3.280
C -4.672 -0.080 -3.581
C -4.701 1.105 -2.867
C -3.756 1.281 -1.866
S -3.618 2.628 -0.772
H -1.211 1.839 1.706
H -2.060 3.284 1.404
H -2.097 -1.667 -2.032
H -3.745 -1.998 -3.829
H -5.394 -0.245 -4.368
H -5.441 1.865 -3.076
C -2.366 -4.486 -1.219
Si -2.921 -3.540 0.313
C -3.121 -4.876 1.621
C -4.623 -2.822 -0.057
Ge -1.378 -1.825 1.227
Si -3.012 -0.770 2.765
C -3.954 -2.095 3.707
C -4.244 0.263 1.780
C -2.393 0.397 4.117
Si 0.299 -3.156 2.536
C -0.522 -3.462 4.192
C 1.965 -2.331 2.827
C 0.662 -4.805 1.711
H -3.169 -5.200 -1.427
H -1.461 -5.071 -1.048
H -2.223 -3.892 -2.123
H -4.010 -5.445 1.330
H -3.288 -4.526 2.636
H -2.288 -5.575 1.628
H -5.118 -3.493 -0.764
H -4.612 -1.831 -0.508
H -5.248 -2.780 0.836
H -4.728 -2.575 3.111
H -4.451 -1.602 4.547
H -3.315 -2.869 4.128
H -4.463 -0.084 0.770
H -3.940 1.311 1.736
H -5.184 0.240 2.339
H -1.758 -0.094 4.859
H -3.295 0.722 4.642
H -1.881 1.301 3.780
H -0.820 -2.543 4.702
H 0.212 -3.967 4.828
H -1.390 -4.116 4.115
H 1.953 -1.640 3.670
H 2.352 -1.801 1.953
H 2.683 -3.119 3.071
H -0.194 -5.284 1.245
H 1.013 -5.470 2.506
H 1.474 -4.745 0.984
N 0.799 -4.346 -6.128
C 0.680 -3.796 -5.127
C 0.530 -3.105 -3.878
C 0.582 -3.819 -2.677
C 0.433 -3.160 -1.472
C 0.242 -1.782 -1.449
C 0.217 -1.072 -2.655
C 0.331 -1.729 -3.872
H 0.723 -4.892 -2.701
H 0.440 -3.722 -0.547
H 0.108 0.015 -2.696
H 0.291 -1.179 -4.802
*
```

Calculated values
- Max |F|: 0.7 eV Å⁻¹
- HOMO level (alpha / beta): -13.28 / -13.38 eV
- Calculated total energy: -5175.5728 a.u.
- Kohn-Sham gap (alpha / beta): 5.632 / 6.222 eV
- LUMO level (alpha / beta): -0.2809 / -0.2631 Ha
- Energy above the lowest of the compared OMol25 structures with the same formula, charge and spin: 0.0 kcal/mol

A cluster of 2 separate species, C26H27FN in total at a distorted geometry, computed with ωB97M-V/def2-TZVPD.

```
! RIJCOSX wB97M-V def2-TZVPD def2/J DEFGRID3
* xyz 1 1
C 4.099 -0.155 2.603
C 3.644 1.103 2.176
C 2.322 1.274 1.791
C 1.406 0.193 1.828
C 0.055 0.382 1.364
C -0.960 -0.496 1.714
N -2.211 -0.164 2.080
C -3.091 -1.249 2.521
C -4.561 -0.931 2.288
C -4.949 0.427 2.861
C -3.979 1.536 2.471
C -2.503 1.168 2.618
C 1.860 -1.054 2.344
C 3.195 -1.222 2.706
H 5.145 -0.296 2.872
H 4.330 1.952 2.134
H 1.941 2.258 1.498
H -0.187 1.340 0.891
H -0.765 -1.574 1.655
H -2.804 -2.156 1.977
H -2.937 -1.434 3.599
H -4.774 -0.970 1.213
H -5.158 -1.715 2.762
H -5.951 0.692 2.519
H -4.994 0.351 3.951
H -4.150 1.831 1.429
H -4.173 2.419 3.085
H -2.229 1.208 3.688
H -1.879 1.908 2.105
H 1.132 -1.853 2.500
H 3.531 -2.192 3.079
F -0.326 -0.885 -6.467
C -0.700 -0.863 -5.147
C -2.020 -1.161 -4.821
C -2.363 -1.206 -3.459
C -1.431 -0.900 -2.470
C -0.088 -0.530 -2.806
C 0.858 -0.178 -1.802
C 2.189 0.270 -2.054
C 3.244 0.019 -1.115
C 4.544 0.436 -1.346
C 4.876 1.086 -2.550
C 3.868 1.363 -3.485
C 2.554 1.001 -3.222
C 0.263 -0.601 -4.192
H -2.740 -1.390 -5.603
H -3.378 -1.490 -3.177
H -1.700 -0.968 -1.414
H 0.564 -0.365 -0.771
H 2.989 -0.517 -0.197
H 5.316 0.267 -0.594
H 5.903 1.385 -2.751
H 4.103 1.874 -4.420
H 1.776 1.264 -3.939
H 1.293 -0.486 -4.518
*
```

Calculated values
- Max |F|: 1.4 eV Å⁻¹
- HOMO level: -9.51 eV
- Calculated total energy: -1161.2609 a.u.
- Kohn-Sham gap: 3.808 eV
- LUMO level: -0.2096 Ha
- Energy above the lowest of the compared OMol25 structures with the same formula, charge and spin: 37.5 kcal/mol

The molecule CHF2IO at a distorted geometry, computed with ωB97M-V/def2-TZVPD.

```
! RIJCOSX wB97M-V def2-TZVPD def2/J DEFGRID3
* xyz 0 1
F 0.280 0.226 -1.270
C 0.568 0.132 -0.025
F 0.727 1.284 0.512
O -0.691 -0.727 0.803
I -2.449 -0.544 -0.048
H 1.565 -0.372 0.028
*
```

Calculated values
- Max |F|: 4.5 eV Å⁻¹
- SMILES: FC(F)OI
- HOMO level: -9.36 eV
- Calculated total energy: -611.2888 a.u.
- Kohn-Sham gap: 8.805 eV
- LUMO level: -0.0205 Ha
- Energy above the lowest of the compared OMol25 structures with the same formula, charge and spin: 52.8 kcal/mol

The molecule C5H6O at a distorted geometry, computed with ωB97M-V/def2-TZVPD.

```
! RIJCOSX wB97M-V def2-TZVPD def2/J DEFGRID3
* xyz 0 1
C 1.117 -0.729 -1.294
C 0.232 0.000 -0.293
C -0.685 -0.598 0.923
C 0.083 1.341 -0.277
C -0.684 1.971 0.603
O -1.304 2.676 1.294
H 0.532 -1.436 -1.895
H 1.634 -0.062 -2.002
H 1.892 -1.313 -0.783
H -1.645 -0.200 0.613
H -0.223 -0.072 1.751
H -0.948 -1.578 1.362
*
```

Calculated values
- Max |F|: 1.6 eV Å⁻¹
- SMILES: CC(C)=C=C=O
- HOMO level: -8.89 eV
- Calculated total energy: -269.2452 a.u.
- Kohn-Sham gap: 8.770 eV
- LUMO level: -0.0044 Ha
- Energy above the lowest of the compared OMol25 structures with the same formula, charge and spin: 63.4 kcal/mol

A cluster of 2 separate species, C3H2Cl2S in total at a distorted geometry, computed with ωB97M-V/def2-TZVPD.

```
! RIJCOSX wB97M-V def2-TZVPD def2/J DEFGRID3
* xyz 0 1
C 0.559 -0.566 0.194
C -0.659 1.173 1.056
C 0.409 -0.729 -1.085
S -1.882 0.750 1.978
Cl 1.235 -1.917 -2.073
Cl -0.752 0.183 -1.921
H 1.138 -0.993 0.911
H -0.047 2.099 0.938
*
```

Calculated values
- Max |F|: 4.8 eV Å⁻¹
- HOMO level (alpha / beta): -8.65 / -8.65 eV
- Calculated total energy: -1433.9185 a.u.
- Kohn-Sham gap (alpha / beta): 7.764 / 7.765 eV
- LUMO level (alpha / beta): -0.0325 / -0.0325 Ha
- Energy above the lowest of the compared OMol25 structures with the same formula, charge and spin: 73.8 kcal/mol

The molecule C22H23Cl2N3O2, computed with ωB97M-V/def2-TZVPD.

```
! RIJCOSX wB97M-V def2-TZVPD def2/J DEFGRID3
* xyz 0 1
O 0.298 2.986 -2.044
C 0.410 2.220 -1.103
C 1.720 2.228 -0.303
C 1.574 2.847 1.098
C 2.529 2.030 1.965
C 2.814 0.759 1.174
O 3.385 -0.220 1.596
N 2.308 0.925 -0.070
C 2.513 0.064 -1.223
C 3.374 -1.132 -0.926
C 4.748 -1.068 -1.116
C 5.559 -2.158 -0.858
C 5.002 -3.342 -0.408
C 3.635 -3.433 -0.218
C 2.837 -2.333 -0.477
Cl 1.138 -2.482 -0.216
N -0.582 1.381 -0.747
C -0.641 0.466 0.372
C -1.823 0.861 1.275
N -3.072 0.876 0.549
C -3.852 -0.267 0.452
C -3.435 -1.517 0.920
C -4.276 -2.612 0.860
C -5.550 -2.513 0.330
C -5.967 -1.274 -0.126
Cl -7.562 -1.099 -0.778
C -5.149 -0.165 -0.067
C -2.989 1.796 -0.567
C -1.827 1.409 -1.493
H 2.407 2.831 -0.917
H 0.549 2.752 1.455
H 1.824 3.906 1.083
H 3.483 2.539 2.116
H 2.126 1.785 2.947
H 1.534 -0.264 -1.593
H 2.989 0.666 -2.008
H 5.185 -0.143 -1.462
H 6.625 -2.081 -1.004
H 5.628 -4.196 -0.201
H 3.188 -4.349 0.137
H 0.284 0.463 0.939
H -0.812 -0.544 -0.019
H -1.894 0.191 2.131
H -1.660 1.877 1.653
H -2.447 -1.656 1.326
H -3.925 -3.567 1.223
H -6.203 -3.369 0.275
H -5.534 0.784 -0.402
H -3.914 1.793 -1.139
H -2.821 2.804 -0.175
H -1.718 2.132 -2.302
H -2.013 0.413 -1.912
*
```

Calculated values
- Max |F|: 0.6 eV Å⁻¹
- SMILES: O=C([C@H]1CCC(=O)N1Cc1ccccc1Cl)N1CCN(c2cccc(Cl)c2)CC1
- HOMO level: -8.03 eV
- Calculated total energy: -2087.3159 a.u.
- Kohn-Sham gap: 8.639 eV
- LUMO level: 0.0226 Ha
- Energy above the lowest of the compared OMol25 structures with the same formula, charge and spin: 0.0 kcal/mol

Among the records above, which one has the lowest calculated total energy?
C32H47BGeN9SSi3W

Repeat the second record exactly.
A cluster of 2 separate species, C26H27FN in total at a distorted geometry, computed with ωB97M-V/def2-TZVPD.

```
! RIJCOSX wB97M-V def2-TZVPD def2/J DEFGRID3
* xyz 1 1
C 4.099 -0.155 2.603
C 3.644 1.103 2.176
C 2.322 1.274 1.791
C 1.406 0.193 1.828
C 0.055 0.382 1.364
C -0.960 -0.496 1.714
N -2.211 -0.164 2.080
C -3.091 -1.249 2.521
C -4.561 -0.931 2.288
C -4.949 0.427 2.861
C -3.979 1.536 2.471
C -2.503 1.168 2.618
C 1.860 -1.054 2.344
C 3.195 -1.222 2.706
H 5.145 -0.296 2.872
H 4.330 1.952 2.134
H 1.941 2.258 1.498
H -0.187 1.340 0.891
H -0.765 -1.574 1.655
H -2.804 -2.156 1.977
H -2.937 -1.434 3.599
H -4.774 -0.970 1.213
H -5.158 -1.715 2.762
H -5.951 0.692 2.519
H -4.994 0.351 3.951
H -4.150 1.831 1.429
H -4.173 2.419 3.085
H -2.229 1.208 3.688
H -1.879 1.908 2.105
H 1.132 -1.853 2.500
H 3.531 -2.192 3.079
F -0.326 -0.885 -6.467
C -0.700 -0.863 -5.147
C -2.020 -1.161 -4.821
C -2.363 -1.206 -3.459
C -1.431 -0.900 -2.470
C -0.088 -0.530 -2.806
C 0.858 -0.178 -1.802
C 2.189 0.270 -2.054
C 3.244 0.019 -1.115
C 4.544 0.436 -1.346
C 4.876 1.086 -2.550
C 3.868 1.363 -3.485
C 2.554 1.001 -3.222
C 0.263 -0.601 -4.192
H -2.740 -1.390 -5.603
H -3.378 -1.490 -3.177
H -1.700 -0.968 -1.414
H 0.564 -0.365 -0.771
H 2.989 -0.517 -0.197
H 5.316 0.267 -0.594
H 5.903 1.385 -2.751
H 4.103 1.874 -4.420
H 1.776 1.264 -3.939
H 1.293 -0.486 -4.518
*
```

Calculated values
- Max |F|: 1.4 eV Å⁻¹
- HOMO level: -9.51 eV
- Calculated total energy: -1161.2609 a.u.
- Kohn-Sham gap: 3.808 eV
- LUMO level: -0.2096 Ha
- Energy above the lowest of the compared OMol25 structures with the same formula, charge and spin: 37.5 kcal/mol

Look up the max |F| of the fifth one.
4.8 eV Å⁻¹

Which formula does entry 3 have?
CHF2IO